Run P
Entry from the Open Molecules 2025 dataset: a structure of composition C9H17BN (wB97M-V/def2-TZVPD).

Results
Kohn-Sham gap, eV: 8.8844
LUMO, eV: -4.0

```
! wB97M-V def2-TZVPD RIJCOSX def2/J DEFGRID3
* xyz 1 1
B -0.974 -0.348 -1.210
C 1.652 -0.668 -0.806
C 1.305 -1.676 -1.623
C 0.076 -2.309 -2.130
C -1.128 -1.666 -2.198
C 0.645 0.292 -0.161
C -2.227 0.382 -0.784
C 0.978 1.770 -0.540
C -0.151 1.109 2.214
C 0.081 -1.272 1.517
N 0.638 0.118 1.304
H 2.611 -0.472 -0.376
H 2.129 -2.253 -1.936
H 0.315 -3.186 -2.565
H -2.040 -2.028 -2.598
H -2.254 1.392 -0.307
H -3.041 -0.255 -0.226
H -2.951 0.421 -1.739
H 0.915 1.892 -1.625
H 2.154 1.973 -0.310
H 0.367 2.541 -0.022
H -0.257 0.590 3.128
H 0.234 2.100 2.459
H -1.141 1.316 1.765
H 0.379 -1.719 2.387
H -1.061 -1.215 1.434
H 0.464 -1.834 0.661
H 1.636 0.032 1.672
*
```

---

Run Q
Entry from the Open Molecules 2025 dataset: the ion C9H17BN with charge +1 (wB97M-V/def2-TZVPD).

Results
Kohn-Sham gap (alpha / beta), eV: 8.1935 / 8.1941
LUMO (alpha / beta), eV: -4.9 / -4.9

```
! wB97M-V def2-TZVPD RIJCOSX def2/J DEFGRID3
* xyz 1 1
B 0.388 -0.211 0.583
C 1.681 -0.963 1.097
C 2.866 -0.309 0.831
C 2.994 0.638 -0.262
C 1.953 1.215 -1.007
C 0.623 0.781 -0.641
C -0.071 0.942 1.782
C -0.334 1.737 -1.305
C -2.236 -0.673 0.455
C -0.750 -1.574 -1.272
N -0.782 -1.119 0.133
H 1.530 -1.738 1.860
H 3.791 -0.808 1.067
H 3.988 0.860 -0.376
H 2.139 1.955 -1.810
H -0.992 1.394 1.296
H 0.763 1.712 1.816
H 0.064 0.393 2.651
H -1.365 1.546 -1.014
H -0.110 1.440 -2.369
H -0.137 2.816 -1.267
H -2.858 -1.559 0.637
H -2.168 -0.195 1.402
H -2.526 -0.128 -0.480
H -1.354 -0.892 -1.969
H 0.188 -1.660 -1.708
H -1.242 -2.554 -1.366
H -0.767 -1.917 0.730
*
```

---

Which is most stable, and by how much? run Q, by 0.0628 hartree.

---

Run P
Entry from the Open Molecules 2025 dataset: the molecule C15H22N2O4 (wB97M-V/def2-TZVPD).

Results
Kohn-Sham gap, eV: 8.8650
LUMO, eV: 0.7
SMILES: CC[C@@H](C)[C@H](NC(=O)Nc1cccc(OC)c1)C(=O)OC

```
! wB97M-V def2-TZVPD RIJCOSX def2/J DEFGRID3
* xyz 0 1
C -1.144 -3.401 -0.582
H -1.456 -2.855 0.304
C 0.286 -3.906 -0.421
H 0.633 -4.329 -1.367
C 1.277 -2.839 0.058
C 2.658 -3.453 0.269
H 2.591 -4.301 0.947
H 3.334 -2.721 0.704
H 3.074 -3.795 -0.675
H 0.924 -2.442 1.016
C 1.374 -1.611 -0.885
N 0.312 -0.663 -0.644
C 0.489 0.360 0.248
O 1.456 0.420 0.977
N -0.557 1.252 0.233
C -0.760 2.371 1.041
C -1.907 3.124 0.818
C -2.180 4.254 1.583
C -1.294 4.632 2.584
C -0.154 3.875 2.800
C 0.126 2.754 2.046
H 1.016 2.174 2.221
H 0.532 4.171 3.579
H -1.477 5.501 3.195
O -3.336 4.909 1.267
C -3.671 6.062 1.999
H -4.614 6.413 1.581
H -2.913 6.844 1.887
H -3.808 5.839 3.062
H -2.610 2.849 0.046
H -1.294 1.080 -0.435
H -0.374 -0.599 -1.383
C 1.333 -1.992 -2.353
O 0.435 -1.682 -3.097
O 2.395 -2.697 -2.729
C 2.423 -3.115 -4.089
H 3.340 -3.686 -4.212
H 2.419 -2.247 -4.750
H 1.551 -3.732 -4.314
H 2.331 -1.115 -0.673
H 0.292 -4.714 0.315
H -1.233 -2.748 -1.445
H -1.821 -4.241 -0.726
*
```

---

Run Q
Entry from the Open Molecules 2025 dataset: the molecule C15H22N2O4 (wB97M-V/def2-TZVPD).

Results
Kohn-Sham gap, eV: 8.8844
LUMO, eV: 0.4
SMILES: CC[C@H](C)[C@H](NC(=O)[C@@H](N)Cc1ccc(O)cc1)C(=O)O

```
! wB97M-V def2-TZVPD RIJCOSX def2/J DEFGRID3
* xyz 0 1
C 0.425 -2.613 -0.092
C -0.089 -1.765 1.098
C 1.979 -2.468 -0.091
C 2.532 -1.125 -0.239
C 3.060 -0.401 0.857
C 2.392 -0.422 -1.390
C 3.449 0.927 0.851
C 2.721 0.976 -1.409
C 3.204 1.578 -0.335
C -1.276 0.293 -0.034
C -1.090 1.693 0.514
C -2.735 0.304 -0.695
C -3.057 -0.764 -1.759
C -3.806 0.322 0.461
C -5.218 0.688 0.150
H -0.739 -1.521 -1.499
H -0.533 -3.091 -1.848
H 0.325 -3.701 0.293
H 2.289 -3.072 -0.931
H 2.277 -2.940 0.860
H 3.043 -1.014 1.738
H 2.025 -0.851 -2.332
H 3.844 1.386 1.785
H 2.428 1.606 -2.257
H 4.156 3.021 0.230
H -1.195 -0.320 1.945
H -0.568 0.257 -0.866
H -2.791 1.207 -1.214
H -2.416 -0.830 -2.660
H -3.977 -0.671 -2.244
H -3.039 -1.734 -1.195
H -3.719 -0.593 1.024
H -3.505 1.008 1.234
H -5.458 -0.100 -0.573
H -5.857 0.595 1.095
H -5.383 1.632 -0.421
H -1.723 2.401 -1.183
N -0.093 -2.279 -1.372
N -1.083 -0.716 0.999
O 0.409 -1.941 2.155
O 3.568 2.883 -0.504
O -0.850 1.897 1.691
O -1.402 2.777 -0.303
*
```

---

Which is most stable, and by how much? run P, by 0.0838 hartree.

---

Run P
Entry from the Open Molecules 2025 dataset: a cluster of 2 separate species, C3H6OS2 in total (wB97M-V/def2-TZVPD).

Results
Kohn-Sham gap, eV: 9.5549
LUMO, eV: 0.0

```
! wB97M-V def2-TZVPD RIJCOSX def2/J DEFGRID3
* xyz 0 1
C -1.815 -0.244 0.756
C -1.787 -0.273 -0.699
C -0.971 0.596 0.256
O 2.239 1.693 -0.188
S 2.317 -1.101 0.715
S 1.699 0.432 -0.696
H 1.972 -0.434 1.860
H -2.110 -0.904 1.574
H -1.334 -0.997 -1.374
H -2.696 0.147 -1.091
H -0.234 1.376 0.406
H 2.718 -0.292 -1.519
*
```

---

Run Q
Entry from the Open Molecules 2025 dataset: the molecule C3H6OS2 (wB97M-V/def2-TZVPD).

Results
Kohn-Sham gap, eV: 8.1907
LUMO, eV: -0.8
SMILES: CSC(=S)CO

```
! wB97M-V def2-TZVPD RIJCOSX def2/J DEFGRID3
* xyz 0 1
C 1.760 0.081 -0.314
C -1.053 0.170 -0.930
C -0.882 0.202 0.696
H 2.741 -0.253 -0.667
H 2.054 1.057 0.228
H 1.307 -0.712 0.302
H -1.799 0.534 1.135
H -0.222 0.852 1.094
H -1.302 -1.519 0.545
O -0.534 -1.002 1.206
S 0.565 0.372 -1.710
S -2.635 0.218 -1.587
*
```

---

Which is most stable, and by how much? run Q, by 0.0769 hartree.

---

Run P
Entry from the Open Molecules 2025 dataset: a structure of composition C3H6OS2 (wB97M-V/def2-TZVPD).

Results
Kohn-Sham gap, eV: 9.2591
LUMO, eV: 0.4

```
! wB97M-V def2-TZVPD RIJCOSX def2/J DEFGRID3
* xyz 0 1
C 0.952 -0.019 -0.871
C 0.326 -0.288 1.438
C -1.395 0.368 -0.429
H 1.684 -0.692 -0.992
H 1.192 0.446 -1.958
H 0.839 -0.870 2.625
H 0.536 -1.182 0.627
H -1.390 1.451 -0.614
H -2.308 -0.116 -0.863
O -0.313 -0.390 -0.993
S 1.344 1.255 0.622
S -1.467 0.035 1.408
*
```

---

Run Q
Entry from the Open Molecules 2025 dataset: the molecule C3H6OS2 (wB97M-V/def2-TZVPD).

Results
Kohn-Sham gap, eV: 8.1721
LUMO, eV: -0.5
SMILES: C[C@H](O)C(=S)S

```
! wB97M-V def2-TZVPD RIJCOSX def2/J DEFGRID3
* xyz 0 1
C 2.215 0.641 -0.169
C 0.644 1.077 0.001
C -0.266 -0.164 -0.260
H 2.416 -0.276 0.513
H 2.962 1.476 0.240
H 2.568 0.191 -1.123
H 0.131 2.096 -0.521
H 0.183 1.941 1.928
H -0.662 -0.106 1.924
O 0.793 1.194 1.518
S -1.110 -0.918 1.071
S -0.734 -0.594 -1.854
*
```

---

Which is most stable, and by how much? run Q, by 0.0732 hartree.